Record 1
Molecular formula: C40H46F6NO2
Method: DFT, ωB97M-V/def2-TZVPD

Geometry (Å):
C -5.334 -0.410 -3.688
C -3.852 -0.274 -4.447
C -2.698 0.343 -3.416
O -1.857 1.383 -4.032
C -0.582 0.840 -4.536
C 0.008 1.984 -5.603
O 1.254 2.611 -5.131
C 2.257 1.535 -5.137
C 1.877 0.472 -3.949
C 2.992 0.727 -2.729
C 4.196 -0.429 -2.739
C 5.527 0.007 -1.886
F 6.633 -0.962 -2.226
N 0.444 0.527 -3.469
H -5.138 -0.475 -2.533
H -6.047 0.508 -3.944
H -5.921 -1.374 -4.017
H -3.511 -1.282 -4.950
H -4.015 0.530 -5.294
H -2.109 -0.518 -2.883
H -3.320 0.891 -2.557
H -0.748 -0.139 -5.199
H 0.157 1.521 -6.686
H -0.799 2.856 -5.694
H 2.332 1.017 -6.207
H 3.314 2.069 -4.988
H 2.131 -0.616 -4.362
H 2.458 0.737 -1.666
H 3.490 1.801 -2.832
H 3.771 -1.406 -2.238
H 4.538 -0.626 -3.851
H 5.937 1.087 -2.162
H 5.395 -0.098 -0.705
H 0.210 -0.434 -3.096
H 0.323 1.249 -2.711
F -5.218 1.057 -1.003
C -4.533 1.204 0.139
C -3.963 2.436 0.441
C -3.254 2.591 1.632
C -3.113 1.508 2.503
C -3.685 0.274 2.189
C -4.403 0.123 1.003
H -4.076 3.263 -0.252
H -2.811 3.552 1.881
H -2.556 1.628 3.430
H -3.570 -0.568 2.866
H -4.861 -0.827 0.747
F 4.772 -4.913 1.909
C 5.889 -4.562 1.258
C 5.856 -3.493 0.370
C 7.021 -3.124 -0.304
C 8.204 -3.836 -0.089
C 8.225 -4.911 0.801
C 7.063 -5.272 1.483
H 4.927 -2.957 0.209
H 7.008 -2.285 -0.995
H 9.110 -3.551 -0.618
H 9.146 -5.466 0.964
H 7.064 -6.099 2.185
F -5.655 -0.734 3.670
C -6.697 0.040 4.000
C -7.659 -0.445 4.880
C -8.741 0.364 5.227
C -8.856 1.645 4.682
C -7.888 2.120 3.796
C -6.800 1.316 3.457
H -7.557 -1.445 5.287
H -9.494 -0.003 5.920
H -9.703 2.273 4.950
H -7.981 3.116 3.370
H -6.034 1.674 2.777
F 12.044 -1.850 -5.559
C 11.002 -1.075 -5.229
C 10.041 -1.560 -4.350
C 8.958 -0.752 -4.002
C 8.844 0.529 -4.547
C 9.811 1.005 -5.433
C 10.899 0.201 -5.772
H 10.142 -2.561 -3.943
H 8.205 -1.119 -3.309
H 7.997 1.157 -4.279
H 9.718 2.001 -5.860
H 11.666 0.558 -6.452
F -7.881 -0.578 7.949
C -7.188 0.210 8.782
C -6.095 0.922 8.300
C -5.377 1.746 9.166
C -5.753 1.842 10.508
C -6.849 1.119 10.983
C -7.574 0.303 10.115
H -5.813 0.829 7.256
H -4.526 2.313 8.797
H -5.190 2.482 11.183
H -7.137 1.192 12.029
H -8.433 -0.258 10.466

**LUMO energy**: -0.11901 Eh
**Energy**: -64103.310 eV
**HOMO-LUMO gap**: 0.2616 Ha
**Charge**: +1
**HOMO**: -0.38064 Ha


Record 2
Molecular formula: C40H47BF4N10O2P2Ti
Method: DFT, ωB97M-V/def2-TZVPD

Geometry (Å):
Ti 1.041 -0.957 -0.380
C 4.050 -4.011 -1.702
C 3.360 -2.802 -1.611
N 2.131 -2.759 -1.122
C 1.587 -3.920 -0.697
C 2.318 -5.092 -0.734
N 3.544 -5.141 -1.250
C 0.152 -3.828 -0.340
C -0.703 -4.887 -0.094
C -2.080 -4.648 -0.028
C -2.548 -3.370 -0.359
C -1.632 -2.369 -0.607
N -0.320 -2.585 -0.460
C -1.870 -1.108 -1.355
C -3.080 -0.720 -1.892
N -3.154 0.185 -2.869
C -2.023 0.724 -3.277
C -0.803 0.439 -2.658
N -0.729 -0.474 -1.707
C -3.029 -5.738 0.277
C -4.176 -5.482 1.020
C -5.040 -6.533 1.288
N -4.840 -7.773 0.859
C -3.746 -8.010 0.145
C -2.809 -7.036 -0.168
H 5.038 -4.045 -2.142
H 3.815 -1.869 -1.907
H 1.912 -6.018 -0.351
H -0.320 -5.889 0.031
H -3.607 -3.198 -0.488
H -4.010 -1.156 -1.556
H -2.064 1.413 -4.110
H 0.103 0.957 -2.932
H -4.384 -4.498 1.417
H -5.933 -6.367 1.877
H -3.608 -9.026 -0.199
H -1.952 -7.294 -0.774
C 4.344 0.294 -4.548
C 3.164 -0.045 -3.686
N 2.277 -0.937 -3.939
O 2.392 -1.680 -5.065
C 2.887 0.714 -2.444
C 3.541 2.027 -2.187
N 2.066 0.178 -1.623
O 1.586 0.814 -0.514
H 4.873 -0.605 -4.875
H 5.070 0.898 -4.012
H 4.039 0.851 -5.437
H 3.170 -1.405 -5.584
H 4.608 1.854 -2.026
H 3.134 2.508 -1.304
H 3.444 2.687 -3.049
C -3.196 3.759 0.103
P -1.613 3.060 -0.516
C -0.629 3.236 1.047
N -0.430 4.443 1.510
C 0.350 4.616 2.605
C 0.564 5.920 3.114
C 1.385 6.087 4.190
C 2.025 4.976 4.800
C 1.823 3.711 4.336
C 0.963 3.514 3.228
N 0.686 2.259 2.802
C -0.100 2.110 1.769
P -0.536 0.329 1.512
C -2.350 0.378 1.290
C -0.366 -0.487 3.185
C 1.092 -0.461 3.687
C -0.826 -1.946 2.988
C -1.280 0.157 4.236
C -1.046 4.385 -1.710
C 0.201 3.841 -2.415
C -0.734 5.783 -1.176
C -2.190 4.500 -2.729
H -3.079 4.806 0.386
H -3.516 3.207 0.985
H -3.974 3.671 -0.654
H 0.073 6.753 2.631
H 1.557 7.077 4.589
H 2.675 5.144 5.648
H 2.292 2.850 4.792
H -2.790 0.914 2.130
H -2.760 -0.628 1.265
H -2.610 0.887 0.369
H 1.808 -0.122 2.942
H 1.389 -1.459 4.010
H 1.186 0.219 4.531
H -0.197 -2.486 2.281
H -1.867 -2.019 2.674
H -0.750 -2.457 3.949
H -1.101 1.226 4.349
H -1.057 -0.314 5.196
H -2.338 -0.014 4.041
H 0.906 3.416 -1.701
H 0.710 4.648 -2.945
H -0.057 3.076 -3.151
H 0.169 5.803 -0.575
H -1.544 6.190 -0.572
H -0.585 6.444 -2.033
H -2.585 3.525 -3.028
H -1.822 4.995 -3.630
H -3.015 5.094 -2.341
F 1.685 -1.699 1.195
B 3.999 -1.557 1.501
F 4.044 -1.135 2.733
F 4.228 -2.820 1.216
F 3.947 -0.668 0.508

**LUMO energy**: -0.26238 Eh
**Energy**: -114471.349 eV
**HOMO-LUMO gap**: 0.2185 Ha
**Charge**: +2
**HOMO**: -0.48088 Ha


Record 3
Molecular formula: C40H47BrN4O8SSiW
Method: DFT, ωB97M-V/def2-TZVPD

Geometry (Å):
W -0.233 -0.279 -0.269
O 4.773 2.687 1.987
C 3.804 2.156 1.536
C 3.171 0.835 2.031
O 3.586 0.153 2.934
C 2.045 0.661 1.131
C 1.938 1.607 0.153
O 1.005 1.481 -0.712
C 2.925 2.680 0.375
O 2.969 3.778 -0.132
O 1.065 -0.241 1.117
C -3.511 1.348 3.045
Si -3.213 0.049 1.667
C -4.198 -1.507 2.012
C -4.306 0.889 0.388
N -1.499 -0.541 1.426
C -1.108 -1.235 2.636
C -1.762 -0.877 3.825
C -1.618 -1.488 5.054
C -0.766 -2.564 5.168
C -0.062 -2.943 4.044
C -0.189 -2.300 2.810
O 0.559 -2.767 1.763
C 1.510 -3.725 2.080
C 2.693 -3.351 2.695
C 3.617 -4.334 3.021
C 3.347 -5.671 2.751
C 2.151 -6.026 2.143
C 1.224 -5.049 1.803
H -4.045 2.204 2.627
H -2.611 1.714 3.532
H -4.170 0.923 3.811
H -5.244 -1.265 2.216
H -3.812 -2.082 2.853
H -4.161 -2.154 1.130
H -5.167 1.189 0.991
H -4.673 0.228 -0.389
H -3.894 1.790 -0.065
H -2.436 -0.041 3.814
H -2.185 -1.121 5.899
H -0.644 -3.105 6.096
H 0.613 -3.780 4.123
H 2.882 -2.307 2.919
H 4.551 -4.050 3.489
H 4.067 -6.434 3.016
H 1.936 -7.066 1.934
H 0.285 -5.295 1.324
O -4.553 0.922 -3.726
C -3.520 1.031 -2.872
C -2.868 2.262 -2.641
C -1.824 2.326 -1.759
N -1.457 1.201 -1.126
C -2.030 0.053 -1.366
Br -1.104 -2.708 -0.774
C -3.093 -0.113 -2.222
H -4.741 1.769 -4.146
H -3.187 3.158 -3.157
H -1.294 3.241 -1.532
H -3.547 -1.078 -2.403
C 2.443 -3.764 -1.359
C 3.299 -2.505 -1.449
C 3.327 -1.708 -0.154
C 2.924 -1.678 -2.666
C 3.866 -1.793 -3.689
C 3.759 -1.136 -4.889
C 2.646 -0.350 -5.074
C 1.649 -0.207 -4.110
C 0.497 0.633 -4.605
C 0.416 1.979 -3.893
C -0.772 -0.202 -4.636
C 1.785 -0.862 -2.855
O 0.839 -0.749 -1.830
H 2.871 -4.465 -0.642
H 2.387 -4.257 -2.332
H 1.429 -3.527 -1.047
H 4.327 -2.823 -1.629
H 2.320 -1.574 0.228
H 3.790 -0.732 -0.315
H 3.901 -2.233 0.608
H 4.725 -2.426 -3.508
H 4.510 -1.241 -5.660
H 2.521 0.176 -6.011
H 0.719 0.865 -5.648
H -0.405 2.578 -4.296
H 0.289 1.868 -2.822
H 1.345 2.532 -4.048
H -0.971 -0.658 -3.675
H -0.658 -1.014 -5.357
H -1.631 0.398 -4.935
C -2.680 5.893 1.259
N -2.185 4.522 1.281
C -0.919 4.046 1.186
S -0.632 2.472 1.762
N 0.072 4.756 0.633
C 0.106 6.115 0.110
H -3.764 5.844 1.338
H -2.439 6.401 0.332
H -2.306 6.480 2.101
H -2.761 3.868 1.788
H 0.939 4.249 0.529
H -0.511 6.229 -0.782
H 1.137 6.316 -0.169
H -0.194 6.847 0.856

**LUMO energy**: -0.06292 Eh
**ΔE to the lowest compared entry with this formula, charge and spin**: 46.46 kcal/mol
**Energy**: -155164.100 eV
**HOMO-LUMO gap**: 0.2168 Ha
**HOMO**: -0.27968 Ha


Record 4
Molecular formula: C40H49AsAuCl3F6N3OP2S
Method: DFT, ωB97M-V/def2-TZVPD

Geometry (Å):
Au 0.263 0.809 -1.054
C 2.415 2.073 -3.555
C 3.412 1.382 -2.630
C 4.757 2.101 -2.631
P 2.680 1.228 -0.922
C 3.893 0.118 -0.010
C 4.974 0.810 0.811
C 3.149 -0.881 0.877
C 2.573 2.921 -0.275
C 3.641 3.604 0.281
C 3.458 4.824 0.920
C 2.185 5.374 1.026
C 1.120 4.758 0.414
C 1.294 3.550 -0.304
N 0.282 2.976 -0.981
C -0.732 3.672 -1.536
C -0.557 5.021 -1.929
C -1.591 5.741 -2.477
C -2.841 5.153 -2.636
C -3.023 3.819 -2.304
C -1.980 3.053 -1.803
P -2.207 1.284 -1.440
C -3.762 1.238 -0.391
C -4.003 -0.149 0.199
C -3.799 2.313 0.688
C -2.683 0.473 -3.061
C -4.026 0.837 -3.685
C -1.548 0.717 -4.052
H 2.823 2.123 -4.563
H 2.214 3.090 -3.222
H 1.472 1.528 -3.593
H 3.555 0.347 -2.970
H 4.640 3.144 -2.345
H 5.170 2.072 -3.637
H 5.473 1.625 -1.968
H 4.364 -0.430 -0.843
H 4.532 1.413 1.602
H 5.631 1.422 0.198
H 5.592 0.046 1.283
H 2.794 -0.398 1.784
H 3.834 -1.678 1.164
H 2.297 -1.329 0.369
H 4.634 3.194 0.232
H 4.304 5.314 1.376
H 2.031 6.279 1.595
H 0.121 5.153 0.523
H 0.423 5.466 -1.832
H -1.428 6.762 -2.787
H -3.663 5.723 -3.038
H -3.999 3.375 -2.422
H -4.559 1.451 -1.118
H -3.320 -0.333 1.027
H -3.891 -0.931 -0.552
H -5.017 -0.200 0.592
H -3.072 2.127 1.477
H -4.787 2.315 1.146
H -3.623 3.306 0.281
H -2.698 -0.597 -2.803
H -4.044 1.870 -4.022
H -4.862 0.657 -3.014
H -4.177 0.210 -4.561
H -1.492 1.771 -4.322
H -1.713 0.142 -4.962
H -0.590 0.412 -3.625
Cl 5.038 -5.857 1.541
C 3.350 -5.571 1.508
C 2.787 -4.575 2.300
C 1.417 -4.379 2.295
C 0.575 -5.153 1.503
C -0.938 -5.016 1.476
C -1.414 -4.360 0.146
N -0.579 -3.325 -0.410
C 0.445 -3.533 -1.292
C 0.895 -2.307 -1.673
N 0.158 -1.361 -1.030
C -0.711 -2.001 -0.278
O -1.546 -4.531 2.649
C -1.716 -3.151 2.903
C -2.518 -3.018 4.164
C -2.202 -2.173 5.225
Cl -0.839 -1.198 5.365
S -3.409 -2.247 6.489
C -4.283 -3.412 5.612
C -3.702 -3.722 4.405
C 1.169 -6.144 0.704
Cl 0.208 -7.158 -0.315
C 2.535 -6.351 0.697
H 3.419 -3.960 2.920
H 1.011 -3.612 2.933
H -1.335 -6.041 1.446
H -2.416 -3.961 0.304
H -1.467 -5.154 -0.602
H 0.760 -4.508 -1.594
H 1.680 -2.034 -2.347
H -1.425 -1.508 0.348
H -2.292 -2.667 2.101
H -0.766 -2.627 3.006
H -5.194 -3.825 6.002
H -4.098 -4.451 3.721
H 2.959 -7.117 0.069
F -1.168 0.773 1.064
As -0.244 1.000 2.592
F -0.710 2.659 2.594
F 1.200 1.424 1.670
F 0.581 1.090 4.088
F 0.236 -0.698 2.382
F -1.755 0.497 3.326

**LUMO energy (alpha / beta)**: -0.24032 / -0.33296 Eh
**2S+1**: 2
**Energy**: -196598.341 eV
**HOMO-LUMO gap (alpha / beta)**: 0.1852 / 0.0925 Ha
**Charge**: +2
**HOMO (alpha / beta)**: -0.42551 / -0.42551 Ha